The following is a DFT calculation (ωB97M-V/def2-TZVPD) of a molecular structure, C23H24CoN5OSbSe5.

XYZ file:
```
60
Properties=species:S:1:pos:R:3:forces:R:3
Co -0.323994 -0.689659 -0.167106 1.7483 1.0077 -0.7589
O 2.628875 0.734153 2.272220 0.0100 0.0206 0.0067
C 1.866205 0.086963 1.535733 -0.0255 0.0226 0.0194
N 0.803225 0.521184 0.884033 0.0125 -0.1170 0.0171
C 0.330748 1.851505 1.159041 0.0710 0.0159 -0.0121
C -0.936085 2.152047 0.383672 0.0233 0.0478 -0.0478
C -1.627490 3.343659 0.570804 -0.0097 -0.0113 0.0191
C -2.793838 3.559580 -0.143587 0.0037 0.0035 0.0163
C -3.241369 2.587346 -1.026191 0.0317 -0.0040 -0.0207
C -2.497589 1.427141 -1.159044 -0.0507 -0.0423 -0.0278
N -1.374084 1.228827 -0.471618 0.0482 0.0170 0.2668
C 2.126456 -1.394009 1.307410 0.0367 -0.0049 -0.0585
C 3.400235 -1.912962 1.476695 0.0082 -0.0218 0.0368
C 3.613102 -3.253001 1.192784 0.0039 0.0221 0.0080
C 2.544651 -4.037191 0.785944 -0.0369 -0.0065 0.0258
C 1.295756 -3.445240 0.667389 -0.0691 -0.0474 -0.0165
N 1.099429 -2.153499 0.907902 0.1867 0.2090 0.0956
H 1.089568 2.611273 0.924742 -0.0181 0.0110 -0.0183
H 0.120579 1.972955 2.231481 0.0222 -0.0005 0.0046
H -1.256425 4.072242 1.281771 -0.0126 0.0134 -0.0073
H -3.355239 4.476097 -0.003746 -0.0024 0.0009 -0.0036
H -4.153735 2.704003 -1.594191 0.0032 0.0158 -0.0045
H -2.810214 0.615884 -1.812428 -0.0032 -0.0229 0.0227
H 4.185090 -1.248663 1.810862 0.0058 -0.0083 -0.0020
H 4.605459 -3.680057 1.277348 -0.0041 -0.0076 0.0209
H 2.665138 -5.085707 0.550443 0.0098 0.0003 0.0012
H 0.419001 -4.003188 0.352510 0.0165 0.0282 -0.0895
Se -1.699429 -1.103213 1.765390 -0.6598 -0.1487 1.4400
N -3.121706 -0.005447 1.860840 0.0339 -0.1133 -0.0122
C -3.082747 0.588431 3.021860 0.0024 0.0855 -0.0166
C -4.071677 1.533213 3.474045 0.0240 0.0215 -0.0497
C -3.915829 2.123047 4.677971 0.0042 -0.0187 0.0313
C -2.790257 1.817456 5.530021 -0.0064 0.0262 -0.0235
C -1.843266 0.928549 5.162944 0.0353 -0.0421 -0.0179
C -1.946269 0.276558 3.880257 0.0047 0.0446 0.0390
N -1.077351 -0.568400 3.400374 -0.0658 0.0801 -0.2265
H -4.907054 1.755955 2.823432 0.0012 -0.0098 -0.0047
H -4.646980 2.843744 5.024006 0.0046 0.0004 0.0068
H -2.708365 2.327962 6.482310 -0.0174 -0.0073 0.0042
H -0.991058 0.700703 5.789659 -0.0023 -0.0036 0.0001
C 1.168092 1.559771 -2.267167 0.0129 0.0036 0.0362
C 1.208302 0.084230 -2.663642 0.1984 0.0682 0.1680
C 2.685885 -0.362121 -2.759396 -0.0104 -0.0347 -0.0098
C 0.528579 -0.107923 -4.026537 0.0011 0.0151 -0.0322
C 0.615172 -0.870350 -1.680570 -0.7442 -0.0662 -0.3349
H 1.803746 2.135788 -2.946428 -0.0216 -0.0073 -0.0233
H 1.533408 1.704489 -1.249976 0.0155 0.0005 -0.0013
H 0.157413 1.957865 -2.335507 -0.0151 -0.0018 0.0112
H 3.222503 0.314581 -3.429246 0.0015 -0.0106 -0.0151
H 2.758527 -1.377320 -3.152385 -0.0109 0.0001 -0.0052
H 3.173546 -0.330847 -1.780730 0.0061 0.0252 -0.0015
H 1.029578 0.534139 -4.759103 -0.0054 0.0252 0.0062
H -0.526092 0.169621 -3.979782 -0.0089 0.0006 0.0052
H 0.562016 -1.144447 -4.360294 -0.0069 0.0233 0.0220
H 0.774841 -1.893539 -2.044833 0.1406 -0.0130 0.1118
Se -3.578248 -5.371653 -2.183135 0.0565 0.1923 0.0735
Sb -2.699800 -3.261409 -3.032285 -0.0050 -0.1576 -0.8702
Se -4.350790 -1.725082 -3.992510 0.1411 0.0326 0.1171
Se -0.691395 -3.539008 -4.429230 -0.0381 -0.0722 0.2170
Se -1.946693 -2.086150 -0.867891 -1.0752 -1.0788 -0.1384
```
Positions in Å, forces in eV/Å.

Its charge is -2. The HOMO energy (spin up / spin down) comes out at -1.05 / -1.05 eV. Its spin multiplicity is 2. The calculation puts the energy above the lowest of the compared OMol25 structures with the same formula, charge and spin at 61.9 kJ/mol.

***

The following is a DFT calculation (ωB97M-V/def2-TZVPD) of 10 unconnected molecules or ions with the total composition C49H62F6O10S3.

XYZ file:
```
130
Properties=species:S:1:pos:R:3:forces:R:3
C -27.551766 -4.664950 -0.758820 -0.2334 -0.1380 -0.0527
C -28.613101 -4.980867 -1.802196 -0.5085 -0.4496 -0.2199
C -27.780580 -5.097426 -3.054621 0.6927 -0.2093 -0.4497
O -26.838428 -4.014064 -2.945813 -0.0225 -0.0296 -0.1405
C -26.597923 -3.768733 -1.554746 -0.3499 0.2912 0.4878
H -27.095284 -5.599094 -0.428278 0.1563 0.0712 -0.0225
H -27.961284 -4.166936 0.117664 0.0854 0.0784 0.0165
H -29.355282 -4.184062 -1.912719 0.2228 0.1837 0.0273
H -29.188792 -5.887103 -1.606304 0.2019 -0.1180 0.1144
H -28.307791 -5.074948 -4.011128 -0.1208 0.6358 0.1068
H -27.201658 -6.031787 -3.136617 -0.1643 -0.0905 0.5336
H -26.839713 -2.724060 -1.331444 0.0854 0.0124 -0.1707
H -25.546636 -3.917003 -1.291358 -0.0169 -0.1559 -0.1116
O -24.999459 1.404982 -1.804280 0.2185 0.4076 0.3588
S -25.861754 0.367864 -2.265952 0.2478 -0.2760 -0.6055
O -26.924424 -0.120990 -1.460657 -0.4473 0.0017 0.5407
O -26.462849 0.820180 -3.662896 -0.0633 0.0694 0.0682
C -26.658501 2.250197 -3.834664 -0.1046 0.2602 -0.4130
C -27.687736 2.429589 -4.928536 0.0743 -0.1102 -0.1294
C -24.886843 -1.001865 -2.768515 -0.2807 0.2088 -0.0699
H -25.700406 2.675583 -4.134077 0.0010 0.0337 0.1077
H -26.963155 2.718573 -2.900414 -0.0633 -0.1664 0.0622
H -28.614955 1.897471 -4.718546 0.0412 -0.0217 0.1111
H -27.292121 2.053998 -5.873865 -0.0815 0.0225 -0.0011
H -27.925266 3.484837 -5.060122 0.0753 0.0394 0.0518
H -24.312263 -1.228542 -1.873045 0.1272 -0.2598 -0.1049
H -24.261176 -0.690424 -3.599075 0.1620 -0.0605 0.0604
H -25.564187 -1.806560 -3.045622 0.1063 -0.1168 -0.0217
O -33.688269 -3.791371 -2.851576 -0.5901 -0.0649 0.3339
S -32.541862 -3.611916 -3.667950 0.6002 -0.3926 -0.1706
O -32.642734 -3.172683 -5.021154 -0.2089 0.0841 -0.3613
O -31.621772 -2.622012 -2.876993 0.3454 0.2998 0.1756
C -30.498908 -2.015230 -3.593106 -0.3756 0.5612 0.3317
C -29.752820 -1.177581 -2.576962 0.3502 -0.9469 0.2140
C -31.571398 -5.084307 -3.631260 -0.5432 -0.2530 0.1048
H -30.924374 -1.374287 -4.365233 0.0692 -0.2265 -0.1676
H -29.894701 -2.810346 -4.030213 0.1326 0.1030 -0.0786
H -30.441953 -0.595479 -1.969733 -0.0081 0.3168 -0.2465
H -28.991543 -0.580720 -3.074892 -0.1389 0.2358 0.0282
H -29.216268 -1.829171 -1.878458 -0.0172 0.0677 -0.0506
H -31.323108 -5.302144 -2.596546 0.3056 0.1969 -0.0021
H -30.719248 -4.953324 -4.288741 0.1492 -0.1698 0.1169
H -32.194779 -5.915526 -3.958420 0.0059 0.1444 -0.3460
O -29.758857 -7.352083 -4.754207 0.0351 0.4279 0.4330
S -28.596779 -7.848476 -5.408293 -0.1056 -0.9229 -0.1919
O -27.832669 -7.013745 -6.279434 0.1119 0.2571 -0.1720
O -27.641674 -8.450721 -4.301418 -0.1809 0.2722 0.0652
C -26.361659 -8.966583 -4.740117 0.5932 -0.0958 -0.2781
C -25.441334 -9.016166 -3.561847 0.0571 -0.1614 0.8875
C -29.103687 -9.308820 -6.264659 0.2499 0.1553 0.1043
H -25.931153 -8.322127 -5.507355 -0.2734 0.0598 -0.0757
H -26.513916 -9.967265 -5.150278 -0.0903 0.0157 -0.0372
H -24.462242 -9.436321 -3.793753 -0.0737 0.0205 -0.3735
H -25.861176 -9.641571 -2.772547 -0.0584 0.0562 -0.0170
H -25.271703 -8.027379 -3.136617 -0.0738 0.0582 -0.0884
H -28.224952 -9.780277 -6.696856 -0.0978 0.0065 -0.2328
H -29.822018 -8.982334 -7.011515 0.0514 -0.1292 -0.1330
H -29.564592 -9.969099 -5.535619 -0.0893 0.0259 0.0367
F -25.885352 -2.789958 1.185528 -0.0149 0.0852 0.0277
C -26.193406 -1.495291 1.461440 0.1056 -0.3185 -0.1733
C -25.173963 -0.572071 1.468982 0.2853 0.2877 -0.4631
C -25.473911 0.754446 1.741479 -0.0906 -0.0296 0.4365
C -26.775058 1.112559 2.060859 -0.1678 0.1421 0.0323
C -27.788537 0.171493 1.985553 -0.0017 -0.1154 -0.0561
C -27.504422 -1.152092 1.675903 -0.4287 0.2114 0.2207
H -24.175722 -0.859621 1.162827 0.0114 -0.1209 0.2161
H -24.692806 1.502271 1.759299 0.0529 -0.0554 -0.0777
H -27.018362 2.117212 2.383654 0.0981 0.0596 -0.2202
H -28.820046 0.458416 2.145559 0.0268 0.0128 0.1129
H -28.314461 -1.866570 1.630052 0.1214 -0.2176 -0.0775
F -26.022880 -8.458008 -0.637423 0.0015 -0.0052 0.0671
C -25.517788 -7.874442 0.473616 -0.1878 0.1802 0.0994
C -24.722112 -6.757108 0.330309 0.2882 -0.3061 -0.1200
C -24.174388 -6.197709 1.474001 0.1487 0.0776 0.2032
C -24.488488 -6.701283 2.729072 0.0028 -0.2607 -0.0341
C -25.346166 -7.793158 2.841205 0.0712 0.2289 0.1300
C -25.852774 -8.399060 1.707688 -0.1818 -0.0797 -0.3677
H -24.465216 -6.403028 -0.660240 -0.0726 0.0355 0.0250
H -23.465909 -5.383444 1.386388 -0.1168 0.0694 -0.0350
H -24.028624 -6.288882 3.616806 -0.0950 0.1298 -0.0147
H -25.637902 -8.162648 3.815846 0.1185 -0.0528 0.0031
H -26.514083 -9.254174 1.742200 -0.0107 0.0088 0.1030
F -21.768981 -5.957239 -1.785087 -0.0170 -0.0556 0.1169
C -22.392384 -6.129460 -2.963845 -0.2306 0.0662 -0.6067
C -23.580960 -5.460582 -3.200928 -0.0108 0.2176 0.1744
C -24.201079 -5.600795 -4.434349 0.0071 -0.4968 -0.6307
C -23.620173 -6.403486 -5.416231 0.3820 -0.2174 0.2258
C -22.436095 -7.093448 -5.148174 -0.4507 0.2244 -0.0071
C -21.816326 -6.954552 -3.916813 0.1649 -0.1036 0.4391
H -23.994616 -4.816843 -2.434157 -0.0264 -0.0570 -0.0399
H -25.158484 -5.146166 -4.658533 0.0787 0.2738 0.2993
H -24.056680 -6.528212 -6.399485 -0.2314 0.1407 0.1019
H -22.040163 -7.748718 -5.912541 0.2089 0.0179 0.0832
H -20.908549 -7.479134 -3.642089 -0.0018 0.0088 -0.1861
F -28.995600 -8.294773 0.273177 0.0396 -0.0258 -0.0196
C -29.563433 -8.955354 -0.757497 0.2788 0.0126 0.0427
C -29.056220 -10.182463 -1.131417 0.2976 -0.0727 -0.1209
C -29.640366 -10.850566 -2.196936 0.0169 0.0255 -0.4422
C -30.721571 -10.296332 -2.868182 -0.2379 0.5035 0.3298
C -31.202021 -9.051117 -2.459963 -0.1761 -0.3316 -0.3842
C -30.608824 -8.359855 -1.423894 -0.2185 0.0778 0.1526
H -28.165048 -10.579830 -0.664513 -0.0916 0.0429 0.1979
H -29.203798 -11.776078 -2.553951 -0.0766 -0.0652 0.1661
H -31.220905 -10.786849 -3.693247 0.1422 -0.1893 0.0232
H -32.058713 -8.622092 -2.965166 0.0855 0.0534 -0.0345
H -30.960817 -7.383077 -1.122058 -0.0335 -0.0186 0.0863
F -33.402541 -1.068488 1.104608 -0.0019 -0.1108 0.0483
C -32.489259 -2.034505 1.336203 0.3300 0.1401 0.0753
C -31.797284 -2.019738 2.534868 -0.3518 0.1441 0.0566
C -30.864484 -3.014916 2.785748 0.1818 0.2770 -0.0758
C -30.588699 -3.962292 1.812513 0.3849 -0.0032 -0.2270
C -31.255296 -3.922239 0.595407 -0.4633 -0.3716 0.3961
C -32.242914 -2.976397 0.362948 -0.1383 -0.1404 -0.3017
H -32.026640 -1.236744 3.247833 0.0723 -0.0914 0.0517
H -30.315544 -3.009812 3.718697 -0.0447 -0.0490 0.0182
H -29.810320 -4.700695 1.965375 -0.1204 -0.0659 0.1250
H -31.109651 -4.726359 -0.114905 0.1852 0.1610 -0.1632
H -32.825505 -2.994535 -0.548502 0.0244 0.1224 -0.0215
F -29.339498 -0.128669 -6.734272 -0.0428 -0.1123 0.0986
C -28.679785 -1.303342 -6.585465 0.0633 0.1906 -0.3266
C -29.272878 -2.472236 -7.016107 0.1188 -0.1107 0.0926
C -28.524145 -3.639716 -6.919808 -0.4017 -0.0437 -0.1480
C -27.248952 -3.641088 -6.386150 0.2951 -0.2482 -0.0522
C -26.689177 -2.458100 -5.929161 -0.3468 0.2350 -0.1134
C -27.400334 -1.271228 -6.072113 0.3656 -0.0701 0.2339
H -30.269072 -2.487670 -7.435095 -0.0360 0.1401 0.0544
H -28.957923 -4.563839 -7.281934 0.0703 -0.0299 0.0408
H -26.697382 -4.573214 -6.399854 0.0085 0.0299 0.2679
H -25.717813 -2.409997 -5.455020 0.0951 -0.2100 -0.1826
H -26.918935 -0.343354 -5.799555 -0.2837 0.1028 0.1047
```
Positions in Å, forces in eV/Å.

Its charge is 0. The HOMO energy comes out at -9.10 eV. Its spin multiplicity is 1. Its structure (SMILES) is CCOS(C)(=O)=O.CCOS(C)(=O)=O.CCOS(C)(=O)=O.Fc1ccccc1.Fc1ccccc1.Fc1ccccc1.Fc1ccccc1.Fc1ccccc1.Fc1ccccc1.C1CCOC1.

***

The following is a DFT calculation (ωB97M-V/def2-TZVPD) of 2 unconnected molecules or ions with the total composition C4H13NS.

XYZ file:
```
19
Properties=species:S:1:pos:R:3:forces:R:3
C -1.510750 -1.807145 -0.947584 1.1239 -0.1567 -1.4909
C -0.326083 -1.605340 0.012118 -1.5627 0.7126 -0.6471
S 1.311578 -1.262713 -0.819856 1.3345 -2.4632 0.9718
H -1.218441 -2.525075 -1.731476 -0.1240 0.0652 0.2633
H -2.474144 -2.154194 -0.557443 0.3675 0.3468 0.4513
H -1.599469 -0.860080 -1.492798 -0.5477 -0.1569 0.1775
H -0.672273 -0.858447 0.725657 0.8653 0.0792 0.1479
H -0.048833 -2.539415 0.502132 0.2178 0.1878 0.0049
C -0.953148 2.014883 -0.092934 -1.4368 -0.1305 -0.4165
N 0.094894 1.421960 0.731270 -0.5601 0.4583 -0.7281
C 0.207649 2.057978 2.012229 -0.2162 0.9725 1.3155
H -1.516075 1.263258 -0.677252 0.5645 -0.0463 0.0623
H -0.707611 2.812458 -0.827297 0.4042 -0.2555 0.6152
H -1.754015 2.409343 0.545861 0.3393 0.1588 0.0655
H 1.813891 -0.293550 -1.596929 -1.6228 1.0755 -0.0102
H 0.945781 1.438364 0.187599 0.2764 -0.1182 0.4280
H 0.924891 1.580972 2.686010 0.1169 -0.1385 -0.3907
H 0.440085 3.142860 2.007516 0.1916 -0.2469 -0.2819
H -0.749586 2.033565 2.573845 0.2684 -0.3440 -0.5379
```
Positions in Å, forces in eV/Å.

Its charge is 0. The HOMO energy comes out at -8.79 eV. Its spin multiplicity is 1. The calculation puts the energy above the lowest of the compared OMol25 structures with the same formula, charge and spin at 176.0 kJ/mol. Its structure (SMILES) is CCS.CNC.